Entry from OMol25: a 2-piece molecular cluster, C3H4ClNO2 overall at a distorted geometry (ωB97M-V/def2-TZVPD).

The value obtained for the LUMO energy is -0.6 eV. The frontier orbital gap comes out at 8.6 eV. The energy relative to the best compared isomer or geometry (same formula, charge and spin) is 73.4 kcal/mol. The value obtained for the calculated total energy is -21280.33902 eV. Its HOMO energy is -9.226 eV.

Last column: Löwdin charge in e.
Positions of all 11 atoms, in Å:
Cl  2.77  0.17  -0.12  0.6175
O  -0.84  2.13  0.43  0.1620
O  0.96  -2.12  0.23  0.0214
N  1.08  0.11  -0.06  -0.4574
C  0.40  -1.05  0.10  -0.6780
C  -1.11  -0.92  0.03  -0.0023
C  0.19  1.96  -0.06  0.0131
H  -1.47  0.10  0.07  0.0360
H  1.00  2.49  -0.54  0.1112
H  -1.55  -1.50  0.84  0.0874
H  -1.44  -1.37  -0.91  0.0890

---

Entry from OMol25: one molecule with the formula C4H9N3O at a distorted geometry (ωB97M-V/def2-TZVPD).

The value obtained for the LUMO energy is 0.7 eV. The frontier orbital gap comes out at 9.7 eV. The energy relative to the best compared isomer or geometry (same formula, charge and spin) is 106.5 kcal/mol. The value obtained for the calculated total energy is -10807.84562 eV. Its HOMO energy is -9.027 eV. The SMILES is [H]/N=C1\N(O)[C@@]1(C)NC.

Last column: Löwdin charge in e.
Positions of all 17 atoms, in Å:
O  2.37  0.21  0.38  -0.0224
N  1.03  0.48  0.65  -0.0112
N  -1.38  -0.04  0.31  -0.0290
N  0.24  2.76  -0.24  0.1709
C  0.28  -0.50  -1.63  0.0033
C  -1.47  -1.35  0.95  -0.1253
C  -0.06  0.17  -0.35  -0.4290
C  0.30  1.52  -0.03  -0.3317
H  0.57  -1.54  -1.46  0.0834
H  -1.66  0.67  1.00  0.1149
H  -1.23  -2.15  0.25  0.0762
H  -0.57  -0.47  -2.32  0.0921
H  1.02  3.22  0.24  0.0602
H  2.71  -0.05  1.25  0.1078
H  1.13  0.00  -2.13  0.0917
H  -2.49  -1.50  1.32  0.0765
H  -0.80  -1.40  1.81  0.0718

---

> Look up the calculated total energy of the first one.

-21280.33902 eV

---

> Among the records above, which one has the lowest LUMO?

C3H4ClNO2